Record 1
Computed, not measured: C29H30N6O6RhS as an isolated structure, with the ωB97M-V functional and the def2-TZVPD basis.

E_LUMO   0.098 Ha
E_HOMO   -4.30 eV
ΔE to the lowest compared entry with this formula, charge and spin   0.000 eV
Total charge   -1

Each line ends with the Mulliken charge.
CARTESIAN COORDINATES (ANGSTROEM)
Rh1 -0.718 -0.634 0.467  -0.24
O1 1.781 2.511 0.248  -0.81
C1 1.032 1.579 0.486  0.18
O2 0.434 0.837 -0.388  -0.42
C2 0.712 1.228 1.925  0.26
C3 1.097 1.907 3.066  -0.85
C4 0.630 1.451 4.288  -0.75
C5 -0.199 0.335 4.368  -0.70
C6 -0.537 -0.313 3.199  0.19
N1 -0.058 0.159 2.052  1.83
C7 -1.394 -1.565 3.043  0.32
O3 -1.839 -2.091 4.049  -0.78
O4 -1.519 -1.963 1.826  -0.36
H1 1.721 2.784 2.969  0.60
H2 0.905 1.975 5.195  0.44
H3 -0.583 -0.043 5.305  0.57
N2 -1.702 5.445 -4.412  -0.62
C8 -1.910 4.692 -3.249  1.11
C9 -0.827 4.232 -2.503  -1.01
C10 -1.029 3.523 -1.332  0.02
C11 -2.322 3.262 -0.900  -0.39
C12 -3.408 3.729 -1.627  -0.40
C13 -3.205 4.443 -2.792  -0.76
S1 -2.609 2.376 0.607  1.24
O5 -3.963 2.662 0.999  -0.78
O6 -1.545 2.724 1.516  -0.69
N3 -2.435 0.787 0.320  -0.19
C14 -3.214 0.161 -0.585  0.41
N4 -2.974 -1.181 -0.603  0.05
C15 -3.647 -1.933 -1.449  0.03
C16 -4.593 -1.409 -2.317  -1.01
C17 -4.739 -0.034 -2.267  -0.14
N5 -4.069 0.746 -1.435  -0.37
H4 -0.816 5.268 -4.860  0.23
H5 -2.464 5.401 -5.071  0.22
H6 0.184 4.434 -2.836  0.34
H7 -0.173 3.190 -0.763  0.30
H8 -4.405 3.517 -1.269  0.46
H9 -4.053 4.813 -3.358  0.29
H10 -3.418 -2.995 -1.434  0.35
H11 -5.155 -2.026 -3.002  0.40
H12 -5.421 0.477 -2.942  0.40
C18 5.759 -1.146 -0.285  -1.70
C19 4.504 -1.350 0.528  0.74
C20 4.555 -1.318 1.915  -0.91
C21 3.384 -1.501 2.645  0.75
C22 3.403 -1.507 4.152  -1.53
C23 2.189 -1.699 1.977  -0.09
C24 2.079 -1.696 0.568  -0.97
C25 3.295 -1.538 -0.128  -0.48
N6 0.834 -1.832 0.006  0.70
C26 0.477 -2.609 -1.189  1.92
C27 -0.079 -1.710 -2.315  -1.60
C28 -0.587 -3.642 -0.760  -1.53
C29 1.610 -3.427 -1.815  -2.08
H13 6.627 -1.007 0.359  0.37
H14 5.670 -0.266 -0.925  0.34
H15 5.952 -2.005 -0.932  0.32
H16 5.499 -1.155 2.423  0.23
H17 4.421 -1.431 4.535  0.39
H18 2.956 -2.422 4.546  0.32
H19 2.828 -0.668 4.550  0.19
H20 1.314 -1.955 2.557  0.77
H21 3.309 -1.485 -1.203  0.50
H22 -0.797 -0.957 -1.980  0.27
H23 -0.587 -2.315 -3.070  0.48
H24 0.736 -1.156 -2.783  0.33
H25 -1.428 -3.173 -0.256  0.18
H26 -0.136 -4.341 -0.054  0.37
H27 -0.950 -4.206 -1.626  0.46
H28 2.360 -2.814 -2.303  0.37
H29 1.163 -4.057 -2.589  0.52
H30 2.090 -4.075 -1.081  0.39

=====

Record 2
Computed, not measured: C29H30NO2Sb2Sc as an isolated structure, with the ωB97M-V functional and the def2-TZVPD basis.

E_LUMO   -0.247 Ha
E_HOMO   -14.35 eV
ΔE to the lowest compared entry with this formula, charge and spin   0.367 eV
Total charge   +2

Each line ends with the natural charge from an NBO analysis.
CARTESIAN COORDINATES (ANGSTROEM)
Sc1 0.561 -1.341 -1.028  1.63
N1 -0.589 -2.947 -2.437  -0.88
C1 0.363 -4.060 -2.713  -0.34
C2 1.791 -3.599 -2.465  0.78
O1 2.749 -4.046 -3.005  -0.48
O2 1.836 -2.619 -1.536  -0.85
H1 -1.461 -3.341 -2.094  0.41
H2 -0.844 -2.514 -3.320  0.40
H3 0.272 -4.444 -3.727  0.25
H4 0.165 -4.885 -2.027  0.25
C3 -2.634 -0.847 -0.730  -0.77
C4 -1.570 -0.818 0.382  -0.48
C5 -0.986 -2.206 0.735  -0.83
Sb1 0.798 -2.365 2.045  1.27
C6 -0.046 -1.185 3.596  -0.41
C7 -1.387 -1.291 3.962  -0.25
C8 -1.871 -0.587 5.057  -0.19
C9 -1.019 0.221 5.794  -0.16
C10 0.322 0.317 5.446  -0.21
C11 0.809 -0.389 4.357  -0.17
C12 1.844 -0.697 1.050  -0.61
C13 1.510 0.610 1.457  -0.18
C14 2.464 1.614 1.455  -0.22
C15 3.769 1.333 1.059  -0.14
C16 4.118 0.060 0.640  -0.23
C17 3.171 -0.954 0.653  -0.10
Sb2 -2.364 0.287 -2.591  1.18
C18 -2.512 2.202 -1.698  -0.41
C19 -2.716 2.415 -0.338  -0.25
C20 -2.772 3.710 0.166  -0.19
C21 -2.623 4.794 -0.686  -0.18
C22 -2.426 4.588 -2.046  -0.20
C23 -2.374 3.298 -2.551  -0.17
C24 -0.162 0.378 -2.604  -0.50
C25 0.543 1.248 -1.752  -0.29
C26 1.928 1.371 -1.857  -0.16
C27 2.637 0.629 -2.802  -0.16
C28 1.956 -0.205 -3.678  -0.18
C29 0.574 -0.318 -3.576  -0.19
H5 -3.571 -0.422 -0.364  0.27
H6 -2.880 -1.873 -1.006  0.23
H7 -1.978 -0.410 1.307  0.29
H8 -0.792 -0.055 0.173  0.19
H9 -0.881 -2.871 -0.134  0.22
H10 -1.723 -2.760 1.318  0.30
H11 -2.068 -1.942 3.427  0.21
H12 -2.911 -0.681 5.341  0.24
H13 -1.395 0.765 6.649  0.24
H14 0.991 0.932 6.031  0.24
H15 1.862 -0.309 4.106  0.21
H16 0.521 0.827 1.845  0.24
H17 2.202 2.608 1.795  0.24
H18 4.519 2.114 1.092  0.25
H19 5.138 -0.159 0.350  0.25
H20 3.469 -1.958 0.374  0.24
H21 -2.858 1.588 0.347  0.20
H22 -2.946 3.871 1.222  0.23
H23 -2.675 5.800 -0.294  0.24
H24 -2.326 5.433 -2.714  0.24
H25 -2.235 3.156 -3.618  0.21
H26 0.001 1.855 -1.034  0.27
H27 2.452 2.055 -1.208  0.25
H28 3.713 0.723 -2.867  0.26
H29 2.493 -0.764 -4.434  0.26
H30 0.055 -0.939 -4.298  0.22

=====

Record 3
Computed, not measured: C29H31CdN9O2S as an isolated structure, with the ωB97M-V functional and the def2-TZVPD basis.

E_LUMO   -0.191 Ha
E_HOMO   -11.82 eV
ΔE to the lowest compared entry with this formula, charge and spin   0.000 eV
Total charge   +2

Each line ends with the natural charge from an NBO analysis.
CARTESIAN COORDINATES (ANGSTROEM)
Cd1 -0.795 -0.241 0.098  1.70
C1 -1.371 4.102 -1.267  -0.23
C2 -2.723 4.169 -1.558  -0.12
C3 -3.529 3.071 -1.297  -0.21
C4 -2.961 1.932 -0.746  0.17
N1 -1.652 1.874 -0.471  -0.56
C5 -0.877 2.928 -0.727  0.07
C6 -3.763 0.706 -0.458  0.18
C7 -5.150 0.698 -0.440  -0.21
C8 -5.800 -0.493 -0.162  -0.12
C9 -5.065 -1.640 0.073  -0.21
C10 -3.679 -1.564 0.026  0.20
N2 -3.068 -0.407 -0.221  -0.54
C11 -2.793 -2.747 0.203  0.16
C12 -3.262 -4.034 -0.014  -0.21
C13 -2.374 -5.095 0.066  -0.13
C14 -1.045 -4.838 0.341  -0.23
C15 -0.657 -3.525 0.541  0.07
N3 -1.512 -2.503 0.498  -0.54
H1 -0.709 4.932 -1.462  0.25
H2 -3.149 5.062 -1.993  0.25
H3 -4.579 3.103 -1.544  0.24
H4 0.176 2.814 -0.495  0.22
H5 -5.719 1.597 -0.620  0.24
H6 -6.880 -0.524 -0.126  0.25
H7 -5.563 -2.571 0.302  0.24
H8 -4.294 -4.208 -0.281  0.23
H9 -2.717 -6.106 -0.112  0.24
H10 -0.311 -5.630 0.377  0.25
H11 0.386 -3.282 0.709  0.22
N4 3.941 1.279 -6.223  -0.77
C16 3.371 0.670 -5.141  0.22
C17 4.100 -0.250 -4.373  -0.28
C18 3.537 -0.838 -3.263  -0.13
C19 2.232 -0.522 -2.902  -0.37
C20 1.490 0.383 -3.656  -0.16
C21 2.054 0.979 -4.761  -0.28
S1 1.507 -1.280 -1.515  2.32
O1 0.078 -1.460 -1.810  -1.03
O2 2.253 -2.445 -1.135  -0.93
N5 1.403 -0.205 -0.284  -1.10
C22 2.487 0.457 0.215  0.55
N6 2.236 1.317 1.226  -0.59
C23 3.275 2.026 1.676  0.09
C24 4.550 1.892 1.174  -0.35
C25 4.704 0.948 0.166  0.13
N7 3.699 0.232 -0.307  -0.49
H12 4.792 0.902 -6.599  0.40
H13 3.351 1.759 -6.879  0.40
H14 5.114 -0.499 -4.661  0.22
H15 4.096 -1.546 -2.667  0.25
H16 0.464 0.600 -3.386  0.22
H17 1.478 1.678 -5.355  0.22
H18 3.063 2.730 2.475  0.19
H19 5.378 2.476 1.546  0.24
H20 5.677 0.753 -0.273  0.21
N8 0.591 -0.144 5.230  -0.49
C26 1.441 -0.757 4.145  -0.24
C27 0.573 -1.029 2.926  -0.27
N9 -0.121 0.169 2.454  -0.73
C28 -0.925 0.775 3.509  -0.25
C29 -0.109 1.102 4.753  -0.24
H21 1.165 0.069 6.047  0.45
H22 -0.107 -0.825 5.538  0.43
H23 1.892 -1.663 4.545  0.25
H24 2.222 -0.033 3.915  0.24
H25 -0.160 -1.812 3.144  0.21
H26 1.222 -1.398 2.130  0.26
H27 0.599 0.832 2.116  0.44
H28 -1.745 0.098 3.772  0.21
H29 -1.377 1.697 3.144  0.24
H30 -0.727 1.474 5.568  0.25
H31 0.674 1.828 4.535  0.23